Here is a cluster of 12 separate species, C26H72O12 in total at a distorted geometry from the Open Molecules 2025 dataset. Energies are from wB97M-V/def2-TZVPD.

Output
- relative energy (zero: lowest compared OMol25 entry of this formula, charge and spin) (kJ/mol) = 3.5
- E_HOMO (eV) = -9.586
- electronic energy (eV) = -52696.9819
- SMILES string = CC(C)=O.CC(C)=O.CCO.CCO.CCO.CCO.CCO.CCO.CCO.CCO.CCO.CCO
- LUMO (eV) = 0.48
- net charge = 0
- multiplicity = 1

Each line ends with the Löwdin charge.
Positions of all 110 atoms, in Å:
C: 0.477601 6.678445 -0.440478  0.0070
C: -0.456960 5.492418 -0.623448  -0.4774
C: -0.493364 4.779544 -1.894085  -0.0032
O: -1.176464 5.171779 0.305605  0.0457
H: 1.470795 6.283764 -0.582032  0.0602
H: 0.337163 7.028794 0.564495  0.0789
H: 0.243101 7.448656 -1.172053  0.0935
H: -0.878667 3.795326 -1.844085  0.0594
H: 0.481065 4.750372 -2.337882  0.0708
H: -1.136107 5.355498 -2.570074  0.1129
C: -0.376287 1.350598 -0.288894  -0.0040
C: 0.462284 0.227143 0.244225  -0.4476
C: 0.164154 -0.148485 1.701759  0.0022
O: 1.238647 -0.460091 -0.401636  0.0277
H: -0.211944 1.550469 -1.343188  0.0615
H: -0.077484 2.247421 0.260844  0.0908
H: -1.427333 1.189885 -0.060318  0.0619
H: -0.024969 0.711461 2.337738  0.0741
H: 0.974396 -0.775576 2.093409  0.0704
H: -0.759056 -0.725099 1.666295  0.0659
C: 0.023868 -4.088577 2.707902  -0.0882
C: -0.567125 -4.850529 3.869526  -0.3019
O: -0.262759 -4.119514 5.082662  -0.0977
H: -0.341385 -4.546145 1.776200  0.0655
H: 1.122542 -4.013940 2.757072  0.0703
H: -0.395529 -3.078874 2.747385  0.0547
H: -0.192158 -5.889208 3.920421  0.1138
H: -1.646397 -4.882008 3.701617  0.1016
H: -0.553339 -4.625376 5.863351  0.0871
C: -3.304190 2.538662 2.234762  -0.0809
C: -4.169012 3.546315 1.510835  -0.2570
O: -3.692968 3.627820 0.136499  -0.1387
H: -3.691199 2.249321 3.208824  0.0742
H: -2.296426 2.938986 2.358480  0.0716
H: -3.184402 1.605818 1.655607  0.0622
H: -4.150680 4.510977 2.032874  0.1160
H: -5.169683 3.191966 1.354330  0.1032
H: -2.899996 4.206944 0.025840  0.0582
C: 3.384778 -1.531803 -3.258710  -0.0967
C: 4.433016 -2.319996 -2.514552  -0.2963
O: 5.458399 -2.812092 -3.418988  -0.0826
H: 2.954387 -2.134528 -4.063118  0.0705
H: 3.769908 -0.600196 -3.691402  0.0788
H: 2.608788 -1.303242 -2.518491  0.0559
H: 3.922494 -3.145442 -2.032026  0.0917
H: 4.960049 -1.728980 -1.733521  0.1179
H: 5.077830 -3.307580 -4.125508  0.0557
C: -0.606811 -3.141553 -1.696423  -0.0692
C: 0.482749 -3.917890 -1.026387  -0.2869
O: -0.001386 -5.213753 -0.541398  -0.1102
H: -0.102322 -2.282981 -2.130976  0.0480
H: -1.332965 -2.698422 -1.042185  0.0587
H: -1.080947 -3.650541 -2.527979  0.0833
H: 0.860474 -3.362839 -0.159624  0.0848
H: 1.389517 -4.105747 -1.624789  0.1079
H: 0.726282 -5.712879 -0.150567  0.0736
C: -3.282195 -2.615314 1.786631  -0.0897
C: -3.913953 -1.564681 0.889241  -0.3115
O: -2.881141 -0.821240 0.267183  -0.1014
H: -2.691318 -2.157904 2.580065  0.0683
H: -2.675910 -3.309404 1.208466  0.0646
H: -4.016497 -3.246964 2.305417  0.0799
H: -4.539569 -0.953551 1.538998  0.1060
H: -4.584625 -2.041119 0.170487  0.1106
H: -3.259209 -0.101210 -0.255253  0.0312
C: 0.260088 0.531890 -4.301392  -0.0845
C: -0.210949 -0.851409 -4.709221  -0.2880
O: -1.028123 -0.718540 -5.917961  -0.0959
H: -0.574076 1.198251 -4.211734  0.0608
H: 0.956929 0.859794 -5.087527  0.0863
H: 0.757782 0.476496 -3.329964  0.0482
H: -0.876046 -1.381038 -4.028570  0.0938
H: 0.652204 -1.519912 -4.850711  0.0991
H: -0.461700 -0.329375 -6.590966  0.0682
C: 3.468797 -2.611759 1.465061  -0.0976
C: 4.899734 -2.109246 1.684817  -0.2874
O: 5.453369 -2.776322 2.839708  -0.0959
H: 3.423546 -3.660136 1.165091  0.0656
H: 2.821117 -2.082203 0.731388  0.0532
H: 2.892401 -2.627661 2.414038  0.0612
H: 4.927417 -1.051403 1.930205  0.1072
H: 5.571283 -2.281265 0.842694  0.0993
H: 5.671710 -3.682894 2.603618  0.0762
C: 2.946316 2.566973 -2.179089  -0.0885
C: 3.378413 3.717696 -1.297154  -0.2704
O: 3.220653 5.031618 -1.962319  -0.1060
H: 1.977162 2.591595 -2.648348  0.0479
H: 2.994628 1.639257 -1.590986  0.0755
H: 3.706055 2.443902 -2.959935  0.0814
H: 4.414812 3.478117 -1.086973  0.1050
H: 2.870130 3.820481 -0.334790  0.1036
H: 3.959113 5.588205 -1.712869  0.0712
C: -5.457361 1.949015 -3.055234  -0.0894
C: -4.313898 1.053197 -2.725807  -0.3016
O: -3.798452 1.290058 -1.418940  -0.1194
H: -6.264013 1.782472 -2.359551  0.0755
H: -5.920595 1.895601 -4.032247  0.0741
H: -5.178052 3.008783 -2.978894  0.0813
H: -3.470448 1.144761 -3.420943  0.1096
H: -4.674280 0.014067 -2.720067  0.1214
H: -3.768932 2.258097 -1.267665  0.0623
C: 1.089360 -0.878287 5.428120  -0.1034
C: 0.688499 0.521765 5.760284  -0.3139
O: -0.618275 0.546758 6.393778  -0.0830
H: 1.172171 -1.485317 6.358827  0.0872
H: 2.027752 -1.024487 4.906912  0.0685
H: 0.308947 -1.358939 4.836605  0.0590
H: 0.617085 1.172931 4.884525  0.0971
H: 1.433034 1.008726 6.430027  0.1151
H: -0.464864 0.346576 7.309184  0.0623

Force components x, y, z for each atom (eV/Å):
C -0.7218 -0.9477 -0.3487
C -0.2097 0.8002 1.6068
C 0.0670 0.6285 -1.3244
O -0.2312 -0.2052 -0.0146
H 0.5839 0.2235 -0.2270
H 0.0172 0.3226 0.3563
H 0.2226 0.0696 -0.0906
H -0.5265 -0.9455 0.3803
H 0.6562 0.0533 -0.3837
H 0.0720 -0.0012 -0.0520
C 0.6131 0.4194 0.0340
C -0.2735 -1.2339 0.6337
C 0.5056 -0.0441 -0.5787
O -0.3429 0.8569 -0.0199
H -0.0540 -0.2515 -0.1521
H -0.0843 0.1225 0.0727
H -0.0253 -0.1115 -0.0696
H 0.0593 0.1473 0.0473
H -0.2280 0.2048 -0.0406
H -0.1359 -0.1040 0.0031
C -0.1521 0.1135 0.0309
C 0.2019 0.1048 0.4523
O -0.2074 -0.6485 -0.0384
H 0.4505 0.1287 0.1414
H -0.4350 -0.1886 -0.1260
H 0.1904 0.0159 -0.0856
H -0.0525 0.3784 0.0509
H -0.1227 -0.1293 0.2320
H 0.1218 0.2457 -0.6418
C 0.3205 -0.5877 -0.0598
C 1.1759 -0.3979 -1.0605
O 0.4086 1.0043 -0.1605
H -0.0793 0.1603 0.1889
H -0.0088 0.0871 0.1280
H -0.2693 0.3818 0.0664
H -0.1273 -0.0640 -0.3455
H -0.6324 -0.0546 0.4111
H -0.5744 -0.5121 0.7198
C -0.1239 0.4326 0.4159
C 0.8269 -0.0821 -0.8472
O 0.3906 0.8689 1.5524
H -0.0406 -0.0008 0.0859
H -0.0280 -0.2001 0.1242
H -0.1652 0.1998 -0.3228
H 0.0809 -0.3810 0.3012
H -0.3250 -0.3396 -0.6288
H -0.6767 -0.4727 -0.6105
C 0.7657 0.3979 -0.7791
C 0.5848 -1.2935 1.3368
O -0.1162 0.5827 -0.4258
H 0.1160 0.2800 -0.1548
H -0.4606 -0.2027 0.5805
H -0.1368 -0.3617 0.0380
H -0.1836 0.1795 -0.0045
H -0.5167 0.1740 -0.4051
H -0.0316 0.2823 -0.1302
C -0.1536 -0.4578 0.0822
C -0.0274 -0.3956 0.6543
O 0.0299 -0.2237 0.1858
H 0.1992 0.0987 -0.1407
H 0.3023 0.0837 -0.0560
H -0.1634 0.3186 -0.2459
H -0.1009 0.4725 -0.0844
H 0.0976 -0.0057 -0.2477
H -0.1929 0.1725 -0.2228
C 0.4939 -0.9960 0.2183
C -0.7634 0.0094 -0.9886
O 0.7644 -0.4044 0.6353
H -0.4622 0.4641 -0.0970
H -0.1195 0.2625 0.4226
H 0.2424 0.1081 -0.1064
H 0.0390 0.4300 0.2889
H -0.1784 0.1409 -0.2607
H -0.0449 0.0098 -0.1006
C -1.0278 -0.0399 0.0198
C -0.3473 -0.7825 0.6461
O 0.0403 0.3259 -0.1781
H 0.4373 -0.1428 -0.1876
H 0.7627 0.0736 0.3262
H 0.5499 0.4054 -0.2945
H -0.1007 0.0912 -0.0176
H -0.2263 0.0545 -0.2701
H -0.0739 0.0450 -0.0699
C 0.6397 -0.5066 0.1020
C -0.2948 1.0455 -0.3397
O 0.0666 -1.4280 0.2000
H -0.4492 0.4057 -0.0051
H -0.1126 0.1850 -0.0037
H -0.2601 0.0985 -0.0644
H 0.3921 0.5173 0.1731
H -0.2341 -0.4183 -0.0993
H 0.1595 0.0445 0.0679
C -0.5024 1.3977 0.0798
C 0.5328 -0.9353 -0.1362
O -0.2412 0.5640 -0.0061
H -0.2763 -0.0176 0.4495
H 0.3333 -0.6192 -0.4532
H 0.1069 -0.1193 0.2155
H -0.2921 -0.1010 -0.2464
H 0.3383 0.1646 -0.1407
H -0.0119 -0.4951 0.4749
C -0.3372 -1.3208 0.6029
C -0.0072 0.9465 0.6348
O 0.7123 0.2311 -0.8925
H -0.0876 0.3828 -0.4948
H 0.2862 0.4260 -0.1715
H -0.0051 0.0021 -0.0257
H -0.1117 -0.2097 -0.0193
H -0.3738 -0.2678 -0.3058
H -0.0790 -0.1959 0.6312